[1]
Below is a structure of composition C16H21InNO8 at a distorted geometry, with properties calculated with wB97M-V/def2-TZVPD.

```
! RIJCOSX wB97M-V def2-TZVPD def2/J DEFGRID3
* xyz -1 1
In 3.4400 0.7796 0.7120
C 5.1226 -1.2680 2.9721
O 5.5308 -1.3112 4.1201
O 4.0272 -1.5613 2.5054
O 5.5737 -0.3138 2.4274
C 0.5266 0.9946 -3.3128
C -0.3054 1.9602 -3.6258
C -0.3007 3.3883 -3.0820
O -1.0955 4.3257 -3.4965
C 0.5605 3.7865 -2.1818
C 1.4782 2.8098 -1.6216
C 1.4239 1.3191 -2.2404
O 2.2177 0.5269 -1.8168
O 2.2062 2.9736 -0.6204
O -1.0268 1.6503 -4.7024
H 0.5695 0.0444 -3.8243
H 0.5323 4.7890 -1.7811
C -1.0771 -2.9435 1.0402
C -0.3597 -1.8743 0.1223
C -1.2661 -1.6473 -1.0354
C -2.5784 -1.0773 -0.4864
C -2.2942 0.2817 0.1464
C -1.1953 0.2814 1.2100
N -0.0457 -0.5638 0.8360
O 0.9751 -0.5605 1.7417
C -0.6156 1.7538 1.1543
C -1.7874 0.0987 2.6795
C 0.9205 -2.4928 -0.4826
H -1.2240 -3.7920 0.3720
H -1.9816 -2.7479 1.6161
H -0.4248 -3.4009 1.7841
H -1.0255 -0.8267 -1.7114
H -1.5878 -2.4883 -1.6497
H -3.1422 -1.5845 0.2965
H -3.3118 -0.9267 -1.2785
H -3.2813 0.4695 0.5688
H -2.1489 1.0242 -0.6383
H -1.4393 2.4555 1.2856
H 0.0740 1.9016 1.9854
H -0.2150 2.1545 0.2232
H -2.1679 -0.9171 2.7866
H -1.0796 0.3234 3.4775
H -2.6064 0.8039 2.8214
H 1.6628 -2.5913 0.3094
H 1.4241 -1.7304 -1.0768
H 0.7267 -3.3809 -1.0842
H 0.5914 -0.8957 2.5553
*
```

The HOMO energy comes out at -3.98 eV. For the HOMO-LUMO gap, the calculation gives 0.0670 Eh. Its max |F| is 8.85 eV Å⁻¹. As for the LUMO energy: -2.153 eV.


[2]
Below is the molecule C2H7N3OS at a distorted geometry, with properties calculated with wB97M-V/def2-TZVPD.

```
! RIJCOSX wB97M-V def2-TZVPD def2/J DEFGRID3
* xyz 0 1
C -0.4309 -1.7112 -0.3127
N -0.5465 -0.3021 -0.6747
C -0.0158 0.5744 -0.0095
N -0.1904 1.9274 -0.4542
O -0.8638 2.1165 -1.7783
N 0.6983 0.6046 1.2536
S 1.7177 -0.6342 1.7730
H -0.9678 -2.2050 -1.2815
H -1.1286 -2.0153 0.5785
H 0.6985 -1.9362 -0.3816
H 0.6589 2.4363 -0.8396
H -0.9195 1.2782 -2.0912
H 0.2681 1.3747 2.0209
H 1.0219 -1.5079 2.1974
*
```

The HOMO energy comes out at -9.34 eV. For the HOMO-LUMO gap, the calculation gives 0.3630 Eh. Its max |F| is 6.46 eV Å⁻¹. As for the LUMO energy: 0.540 eV.


[3]
Below is a structure of composition C27H14Cl8IrNO2P, with properties calculated with wB97M-V/def2-TZVPD.

```
! RIJCOSX wB97M-V def2-TZVPD def2/J DEFGRID3
* xyz 2 6
Ir 0.7341 -2.0752 -0.5608
O 4.5329 -0.6470 -1.5657
C 3.6022 -0.9485 -0.7861
O 2.7733 -1.8746 -0.9425
C 3.5941 0.0787 0.2779
C 4.8123 0.3931 0.9164
C 4.8181 1.3071 1.9582
C 3.6337 1.9183 2.3218
C 2.4205 1.6293 1.6565
C 2.3804 0.7411 0.6092
P 0.8084 0.3588 -0.2361
C -0.5098 1.0071 0.7926
C -0.9419 0.2435 1.8807
C -1.9504 0.7168 2.7038
C -2.5311 1.9521 2.4418
C -2.0915 2.7238 1.3745
C -1.0764 2.2601 0.5507
C 0.8452 1.2538 -1.7975
C -0.3457 1.4345 -2.5101
C -0.3267 2.0701 -3.7390
C 0.8739 2.5218 -4.2737
C 2.0568 2.3523 -3.5701
C 2.0449 1.7246 -2.3339
H 5.7174 -0.1035 0.5975
H 5.7383 1.5406 2.4742
H 3.6255 2.6380 3.1298
H 1.5129 2.1150 1.9925
H -0.4823 -0.7136 2.0990
H -2.2805 0.1278 3.5497
H -3.3235 2.3193 3.0806
H -2.5366 3.6907 1.1846
H -0.7371 2.8701 -0.2761
H -1.2912 1.1064 -2.1000
H -1.2519 2.2188 -4.2790
H 0.8842 3.0177 -5.2348
H 2.9897 2.7177 -3.9764
H 2.9781 1.6330 -1.7942
Cl -1.5574 -1.7087 -2.0569
C -2.6234 -1.6932 -0.6837
C -2.1953 -2.3408 0.4737
C -3.0512 -2.4714 1.5680
Cl -2.4706 -3.2571 2.9696
C -4.3224 -1.9099 1.5028
Cl -5.3638 -2.0272 2.8467
C -4.7302 -1.2218 0.3500
Cl -6.2709 -0.5078 0.2855
C -3.8788 -1.1204 -0.7600
Cl -4.3714 -0.3225 -2.1890
Cl -1.6753 -5.5052 -0.3474
C -0.0305 -5.0125 -0.0362
Cl 0.8427 -6.1792 0.9027
Cl 0.8337 -4.7084 -1.6222
C 0.0329 -3.6306 0.6206
N -0.8685 -2.7030 0.5595
*
```

The HOMO energy (alpha / beta) comes out at -13.71 / -14.72 eV. For the HOMO-LUMO gap (alpha / beta), the calculation gives 0.2711 / 0.1780 Eh. Its max |F| is 0.72 eV Å⁻¹. As for the LUMO energy (alpha / beta): -6.328 / -9.875 eV.


Question: The lowest max |F| belongs to which entry?
Answer: C27H14Cl8IrNO2P